1.
The following is a quantum chemistry calculation of a structure of composition C16H46O23P5V in a non-equilibrium geometry, from OMol25.

Structure (XYZ):
```
91
Properties=species:S:1:pos:R:3:forces:R:3:lowdin_charge:R:1
V -0.40781 -0.35075 -0.18265 0.346 1.074 0.324 0.87
O -3.85586 -2.39951 -0.09668 0.177 0.024 -0.300 0.11
C -2.73478 -1.71378 -0.43510 1.752 0.732 0.776 -0.76
O -1.74586 -2.28588 -0.92622 -1.148 -0.776 -0.296 -0.03
O -2.65248 -0.48560 -0.07119 -0.630 -0.589 -0.082 -0.12
H -4.36052 -1.77843 0.44156 -0.245 0.003 -0.156 0.11
C 2.78998 1.60439 2.69469 -0.076 0.204 0.218 -0.05
O 3.54692 0.89645 1.69901 0.077 0.005 0.175 -0.17
P 2.99916 0.73166 0.24636 -0.014 -0.031 0.266 0.34
O 1.56220 0.53566 0.11496 -0.803 -0.202 -0.209 -0.24
O 3.51112 2.01701 -0.49760 -0.017 0.456 -0.192 -0.19
C 2.87441 2.38852 -1.73841 0.121 -0.312 -0.170 -0.04
O 3.81399 -0.47884 -0.30667 0.400 -0.068 -0.397 -0.19
C 5.23936 -0.34608 -0.43179 0.538 -0.335 0.251 -0.07
H 1.73077 1.61170 2.44325 0.017 -0.021 -0.056 0.07
H 3.16790 2.62134 2.79089 0.022 -0.007 -0.125 0.10
H 2.92570 1.08590 3.63901 0.035 -0.090 -0.053 0.09
H 3.40860 3.25502 -2.11134 -0.039 0.100 0.051 0.10
H 1.81757 2.59967 -1.58287 0.052 0.083 0.147 0.07
H 2.96286 1.57595 -2.46583 -0.003 0.055 0.050 0.08
H 5.71117 -1.08717 0.21360 -0.113 -0.078 -0.099 0.09
H 5.61744 0.62611 -0.11894 -0.250 0.108 -0.078 0.09
H 5.52719 -0.52749 -1.46456 -0.093 -0.012 -0.029 0.09
C -0.23631 2.25492 -4.01634 0.611 -0.408 -0.196 -0.06
O -0.40777 0.89996 -4.48420 -0.483 0.859 -0.247 -0.16
P 0.28069 -0.29982 -3.78574 -0.251 -0.177 0.193 0.31
O 0.02485 -0.39637 -2.34692 0.063 -0.071 0.812 -0.23
O -0.18116 -1.52501 -4.61268 -0.135 -0.666 -0.218 -0.18
C -1.31663 -2.33437 -4.23160 -0.021 -0.002 -0.329 -0.04
O 1.76468 -0.11994 -4.20779 1.029 0.407 -0.040 -0.19
C 2.76100 -1.14150 -4.12069 -0.515 -0.836 -0.267 -0.05
H 0.52446 2.73283 -4.63550 -0.083 0.009 -0.102 0.11
H 0.11469 2.27466 -2.98344 -0.333 -0.133 -0.173 0.05
H -1.18623 2.76120 -4.14308 -0.053 -0.067 0.124 0.09
H -1.85246 -2.54435 -5.15384 -0.070 0.020 0.064 0.10
H -1.94529 -1.81127 -3.52120 -0.051 -0.012 0.129 0.08
H -0.96412 -3.26586 -3.79960 0.056 0.030 0.116 0.09
H 2.27991 -2.11080 -3.95986 0.055 0.073 0.134 0.08
H 3.46493 -0.96439 -3.31389 0.012 0.283 0.013 0.08
H 3.23585 -1.20988 -5.09529 0.263 0.224 0.092 0.10
C -1.48686 5.01327 -2.57573 0.004 0.304 0.058 -0.06
O -0.90719 3.93075 -1.82845 0.093 0.616 -0.476 -0.22
P -1.71574 3.01973 -0.85911 -0.259 0.384 0.550 0.33
O -0.98767 1.80701 -0.54289 0.543 -0.908 0.126 -0.21
O -1.96985 3.85911 0.45369 -0.139 -0.218 0.328 -0.19
C -2.96557 4.87444 0.57794 -0.281 0.096 -0.162 -0.07
O -3.09677 2.88544 -1.58000 -0.300 -0.132 -0.220 -0.22
C -4.13943 2.02776 -1.05500 -0.475 0.653 -0.431 -0.04
H -2.56878 4.92592 -2.64261 0.005 -0.094 0.013 0.09
H -1.07194 4.99261 -3.57992 0.085 -0.033 0.028 0.09
H -1.22706 5.95834 -2.10041 0.044 -0.046 0.017 0.10
H -2.48181 5.83162 0.75298 0.036 0.015 -0.007 0.10
H -3.62170 4.63864 1.41460 0.151 -0.059 0.091 0.09
H -3.58804 4.92518 -0.31573 0.051 0.096 -0.025 0.09
H -5.07242 2.58574 -1.16018 0.113 0.070 0.138 0.10
H -3.95703 1.80219 -0.01105 0.044 -0.375 -0.022 0.08
H -4.22153 1.16117 -1.69966 0.288 -0.300 0.308 0.09
C 1.12058 -4.22338 -1.33843 0.366 0.153 -0.490 -0.05
O 1.95271 -4.13320 -0.15827 -0.131 0.076 -0.368 -0.19
P 1.45794 -3.24309 1.04092 0.015 -0.438 0.092 0.35
O 0.62813 -2.11066 0.65496 -0.535 0.649 -0.332 -0.24
O 2.75717 -2.83264 1.78195 0.613 -0.125 -0.002 -0.19
C 3.73532 -3.83674 2.14535 -0.191 0.262 0.371 -0.05
O 0.76792 -4.22476 2.05435 -0.439 -0.207 0.165 -0.18
C -0.66863 -4.33853 2.13058 0.055 0.210 0.816 -0.05
H 1.71656 -3.89497 -2.19273 0.104 0.002 0.136 0.08
H 0.25476 -3.56451 -1.27676 -0.139 -0.210 0.162 0.06
H 0.86555 -5.26519 -1.50911 -0.212 -0.014 0.209 0.10
H 4.68803 -3.31987 2.17058 0.101 -0.103 -0.051 0.09
H 3.74363 -4.66403 1.44186 0.062 0.064 -0.132 0.09
H 3.48811 -4.20599 3.13929 0.040 -0.026 -0.009 0.09
H -0.98827 -5.31598 1.78346 0.036 0.076 -0.385 0.10
H -1.13842 -3.49769 1.62530 -0.073 -0.228 -0.341 0.07
H -0.93507 -4.27138 3.18892 0.141 -0.012 -0.068 0.09
C -2.92441 1.62643 3.28724 -0.120 0.230 0.121 -0.06
O -1.73900 1.18026 3.96224 -0.448 0.515 0.219 -0.18
P -0.87761 0.00952 3.39175 0.016 -0.390 0.457 0.34
O -0.61248 0.10488 1.96672 0.146 0.094 -0.899 -0.22
O -1.58600 -1.32378 3.84522 0.304 -0.155 0.136 -0.17
C -2.80244 -1.68617 3.23595 -1.549 -0.408 -0.358 -0.10
O 0.38318 0.04003 4.29437 0.441 0.040 0.072 -0.19
C 0.28889 -0.09149 5.71888 0.072 0.238 0.536 -0.06
H -3.80807 1.20985 3.77097 0.085 -0.196 -0.060 0.09
H -2.87873 1.35293 2.23258 -0.067 0.094 -0.024 0.08
H -2.97290 2.70463 3.42066 0.114 0.024 -0.201 0.09
H -2.90874 -2.76996 3.24402 0.242 0.028 0.029 0.09
H -2.90876 -1.33933 2.20469 0.460 0.043 0.004 0.07
H -3.67387 -1.29236 3.77517 0.333 0.063 0.214 0.10
H 0.37026 -1.13668 6.00354 -0.059 -0.048 -0.077 0.10
H -0.63048 0.34470 6.10806 -0.119 -0.134 -0.170 0.09
H 1.10444 0.47433 6.16540 0.131 -0.094 -0.205 0.09
```
Forces are in eV/Å.

Output
Multiplicity: 4
Energy relative to the best compared isomer or geometry (same formula, charge and spin) (eV): 0.000
HOMO-LUMO gap (spin up / spin down) (eV): 7.26 / 10.05
Total charge: +1

2.
The following is a quantum chemistry calculation of a cluster of 9 separate species, C18H31IN8O21 in total in a non-equilibrium geometry, from OMol25.

Structure (XYZ):
```
79
Properties=species:S:1:pos:R:3:forces:R:3:lowdin_charge:R:1
C -0.68937 0.74664 1.09870 -0.284 1.469 0.235 0.04
C 0.54848 1.04911 0.24587 -1.320 -0.069 0.452 -0.48
O 1.40473 0.25441 0.15860 1.893 -0.916 -0.277 0.15
O 0.67838 2.27618 -0.40016 -1.119 0.224 0.839 0.09
C -0.58694 2.75704 -0.81017 1.023 1.490 1.069 -0.43
O -1.11400 2.19929 -1.68651 -1.426 -1.112 -1.785 0.21
C -1.19705 3.97195 -0.08404 0.068 -0.738 0.677 0.00
C -2.68201 3.69233 0.12576 0.662 0.125 -0.939 -0.15
C -3.17969 3.53250 1.33308 -1.068 -0.554 0.300 0.05
C -4.67436 3.21583 1.39438 1.388 -1.262 -1.239 -0.41
O -5.41662 3.69056 2.18105 -1.120 0.733 1.457 0.09
C -5.14298 2.25191 0.29587 -0.404 -0.431 0.841 -0.60
I -6.51885 0.67118 0.70228 0.529 0.880 0.074 0.88
C -4.65024 2.41019 -0.91200 0.809 0.373 -0.578 -0.05
C -3.63859 3.55042 -1.06607 0.043 -1.724 1.773 -0.34
O -3.61509 4.27720 -1.99282 0.195 1.209 -1.681 0.16
H -0.43939 0.04495 1.90158 0.077 -0.007 -0.558 0.10
H -1.54789 0.39926 0.50679 0.434 -0.069 0.051 0.10
H -1.01663 1.67970 1.59956 0.045 -0.406 -0.231 0.08
H -0.74747 3.99687 0.92316 -0.009 0.403 -0.486 0.13
H -1.01636 4.91718 -0.61435 0.044 -0.370 0.021 0.15
H -2.57646 3.58422 2.24216 -0.444 0.243 -0.116 0.14
H -4.90041 1.76380 -1.75597 -0.018 0.453 0.098 0.09
C -3.77527 0.50398 -5.17613 -0.056 0.371 -0.268 0.04
N -4.90537 0.56364 -4.20346 0.061 0.030 -0.227 -0.43
O -5.73083 1.44373 -4.35579 0.062 -0.131 0.167 0.06
O -4.92817 -0.27125 -3.31935 -0.143 0.266 0.030 0.04
H -3.90202 1.30910 -5.89261 -0.112 0.036 0.130 0.10
H -2.85162 0.62225 -4.61702 -0.041 -0.186 0.035 0.10
H -3.81302 -0.46089 -5.66760 0.061 -0.018 0.132 0.08
C 4.83437 0.52026 0.27901 -0.028 -0.031 -0.246 0.05
N 6.03024 0.41864 1.15958 -0.050 0.046 -0.095 -0.44
O 7.11992 0.30290 0.62374 -0.223 0.095 0.217 0.04
O 5.83755 0.45797 2.35562 0.143 -0.029 -0.149 0.08
H 5.15825 0.47119 -0.75495 0.077 0.002 0.075 0.10
H 4.17760 -0.31149 0.51840 -0.068 0.128 0.096 0.10
H 4.35287 1.47115 0.48859 -0.065 -0.099 0.104 0.10
C -3.87036 -4.08653 -3.88492 -0.134 0.202 -0.305 0.05
N -3.07700 -2.89268 -3.48955 -0.096 0.013 -0.046 -0.42
O -2.96127 -1.99322 -4.30312 0.330 -0.423 0.204 0.02
O -2.59761 -2.89676 -2.37588 -0.046 0.112 -0.162 0.08
H -4.23486 -3.94182 -4.89695 0.032 0.118 0.054 0.10
H -3.21668 -4.94593 -3.82974 -0.022 0.051 0.149 0.05
H -4.69662 -4.17633 -3.18514 0.123 -0.069 0.079 0.11
C 9.14013 -1.80582 1.01845 -0.067 -0.198 0.105 0.04
N 10.27784 -2.51725 0.37327 -0.117 -0.030 0.090 -0.43
O 10.37881 -3.71710 0.56572 -0.051 0.251 -0.150 0.04
O 11.03128 -1.85000 -0.30402 -0.020 -0.188 0.090 0.07
H 8.55875 -2.52477 1.58624 0.092 -0.038 -0.043 0.10
H 9.55703 -1.04374 1.67047 -0.022 0.088 -0.153 0.11
H 8.54280 -1.36192 0.23111 0.150 0.095 0.007 0.08
C 12.85302 -4.55323 1.57405 0.043 -0.099 -0.180 0.02
N 14.01034 -5.36817 2.03911 0.019 0.027 -0.026 -0.45
O 14.50642 -6.14470 1.24689 -0.001 0.076 0.199 0.06
O 14.37793 -5.19715 3.18570 -0.003 -0.078 -0.165 0.05
H 12.63825 -4.80784 0.54413 0.071 -0.043 0.056 0.09
H 12.00857 -4.78907 2.21407 0.079 0.059 0.056 0.09
H 13.13397 -3.50698 1.66301 -0.034 -0.035 0.099 0.10
C -2.09303 -8.43712 -1.92427 0.179 -0.102 0.116 0.05
N -2.38432 -7.13071 -2.57437 0.085 -0.053 0.080 -0.43
O -1.47332 -6.33545 -2.67436 -0.216 -0.045 -0.098 0.08
O -3.52436 -6.95096 -2.96341 0.218 -0.218 0.091 0.05
H -1.04845 -8.45395 -1.63269 -0.035 0.096 -0.048 0.10
H -2.74009 -8.52126 -1.05530 -0.078 -0.027 -0.105 0.10
H -2.30638 -9.21770 -2.64955 -0.122 0.042 0.045 0.10
C -5.60282 7.04896 0.89709 -0.041 -0.027 -0.262 0.05
N -4.42868 6.85327 1.78972 0.007 0.002 0.031 -0.44
O -3.34817 6.65638 1.26388 -0.098 0.013 0.149 0.05
O -4.63297 6.90240 2.98415 0.112 -0.009 -0.174 0.07
H -5.27129 6.97835 -0.13400 0.074 -0.012 0.071 0.10
H -6.32149 6.26667 1.12876 0.001 0.074 0.113 0.10
H -6.01235 8.03352 1.10645 -0.040 -0.077 0.098 0.10
C -6.19480 2.75114 5.21347 -0.153 -0.009 -0.207 0.04
N -5.11977 1.83670 5.68881 -0.037 0.010 -0.044 -0.45
O -4.69493 1.01169 4.90218 0.047 0.092 0.143 0.05
O -4.74200 1.98095 6.83365 -0.002 -0.078 -0.175 0.06
H -6.42795 2.50840 4.18232 0.087 -0.022 0.041 0.07
H -7.05940 2.59806 5.85407 0.097 0.069 0.091 0.10
H -5.81989 3.76782 5.29570 -0.029 -0.033 0.084 0.10
```
Forces are in eV/Å.

Output
HOMO-LUMO gap (eV): 8.75
Total charge: 0
Structure (SMILES): CC(=O)OC(=O)CC1=CC(=O)C(I)=CC1=O.C[N+](=O)[O-].C[N+](=O)[O-].C[N+](=O)[O-].C[N+](=O)[O-].C[N+](=O)[O-].C[N+](=O)[O-].C[N+](=O)[O-].C[N+](=O)[O-]

no.,calculated total energy (hartree)
1,-5018.9930
2,-3019.4506